# 1
Formula: C2H3FeO2
Source: the OMol25 dataset
Level of theory: ωB97M-V with the def2-TZVPD basis set

```
8
C2H3FeO2 ωB97M-V with the def2-TZVPD basis set
C -0.725 -0.396 0.359
C -1.826 0.172 -0.117
O -2.765 0.750 -0.459
H -0.676 -0.578 1.435
Fe 1.083 1.298 0.253
O 2.014 -0.094 -0.542
H -0.076 -1.034 -0.342
H 2.971 -0.117 -0.587
```

Values from the calculation:
- Max |F|: 3.7 eV Å⁻¹
- 2S+1: 7
- Charge: +1
- Energy: -1491.7461 hartree
- Frontier orbital gap (spin up / spin down): 0.30843 / 0.28705 hartree
- Expectation value of S²: 12.015
- Energy relative to the best compared isomer or geometry (same formula, charge and spin): 0.00 kcal per mole

---

# 2
Formula: C14H24I2NO4
Source: the OMol25 dataset
Level of theory: ωB97M-V with the def2-TZVPD basis set

```
45
C14H24I2NO4 ωB97M-V with the def2-TZVPD basis set
O 0.725 4.319 0.644
C 0.353 3.308 1.272
O -0.983 3.159 1.810
I -1.736 1.602 0.709
C 1.314 2.023 1.513
C 1.820 1.185 0.278
C 2.696 -0.055 0.595
N 3.077 -0.426 1.951
C 2.626 0.348 3.098
C 1.731 1.614 2.957
I 1.087 2.776 4.695
H 1.506 1.501 -0.777
H 3.048 -0.701 -0.285
H 3.681 -1.257 2.052
H 2.935 0.000 4.148
C -0.458 3.252 -3.117
C 0.288 2.700 -4.317
O 0.036 1.320 -4.558
C -1.316 0.964 -4.820
C -1.899 1.647 -6.044
H -0.208 2.683 -2.216
H -0.195 4.301 -2.954
H -1.540 3.196 -3.248
H 1.363 2.790 -4.138
H 0.077 3.285 -5.218
H -1.934 1.146 -3.935
H -1.325 -0.118 -4.983
H -1.926 2.733 -5.932
H -2.921 1.304 -6.222
H -1.295 1.426 -6.929
C 0.079 -3.454 1.243
C 0.098 -2.550 2.462
O -1.189 -2.312 3.014
C -1.903 -3.457 3.469
C -1.187 -4.224 4.565
H -0.567 -3.035 0.465
H 1.088 -3.568 0.836
H -0.299 -4.450 1.479
H 0.495 -1.572 2.171
H 0.773 -2.940 3.233
H -2.148 -4.109 2.625
H -2.856 -3.091 3.860
H -0.229 -4.625 4.225
H -1.798 -5.064 4.904
H -0.983 -3.572 5.419
```

Values from the calculation:
- Max |F|: 5.4 eV Å⁻¹
- 2S+1: 1
- Charge: +1
- Energy: -1498.4838 hartree
- Frontier orbital gap: 0.23535 hartree

---

# 3
Formula: C44H56N5O3PbS4Sb
Source: the OMol25 dataset
Level of theory: ωB97M-V with the def2-TZVPD basis set

```
114
C44H56N5O3PbS4Sb ωB97M-V with the def2-TZVPD basis set
Pb 0.764 -0.300 -0.912
C -2.659 -5.897 4.938
C -2.407 -4.666 4.138
C -2.167 -4.760 2.768
C -1.896 -3.633 2.019
C -1.874 -2.392 2.632
C -2.148 -2.268 3.985
C -2.419 -3.403 4.727
S -1.461 -0.968 1.665
O -2.173 0.185 2.175
O -2.036 -1.213 0.270
N 0.054 -0.756 1.368
C 1.072 -0.931 2.288
C 0.865 -0.952 3.651
C 1.902 -1.241 4.543
C 3.163 -1.494 4.082
C 3.446 -1.384 2.705
C 4.745 -1.567 2.186
C 4.960 -1.427 0.841
C 3.881 -1.069 0.026
N 2.657 -0.894 0.474
C 2.401 -1.075 1.790
H -1.906 -6.650 4.713
H -3.626 -6.325 4.676
H -2.651 -5.695 6.004
H -2.185 -5.727 2.285
H -1.711 -3.699 0.960
H -2.153 -1.294 4.454
H -2.638 -3.302 5.779
H -0.121 -0.735 4.027
H 1.685 -1.266 5.600
H 3.960 -1.753 4.760
H 5.548 -1.797 2.871
H 5.932 -1.579 0.404
H 4.033 -0.926 -1.032
O 0.589 0.704 -3.461
C 0.809 2.067 -3.784
C 2.275 2.494 -3.732
C 2.905 2.226 -2.359
C 2.194 2.908 -1.232
C 2.200 4.294 -1.094
C 1.544 4.870 -0.020
C 0.921 4.047 0.910
C 0.958 2.684 0.698
N 1.552 2.133 -0.358
H 1.082 0.146 -4.077
H 0.232 2.630 -3.049
H 0.402 2.273 -4.779
H 2.336 3.557 -3.972
H 2.848 1.951 -4.488
H 3.941 2.568 -2.378
H 2.898 1.152 -2.159
H 2.712 4.914 -1.815
H 1.533 5.941 0.108
H 0.422 4.453 1.775
H 0.506 1.996 1.401
C -5.538 -2.429 2.052
C -5.505 -0.921 1.994
C -4.992 -0.275 3.253
C -6.808 -0.307 1.542
Sb -4.011 -0.402 0.132
C -3.659 1.888 -0.227
C -3.775 2.588 1.108
C -4.739 2.355 -1.182
C -2.263 2.007 -0.794
C -4.307 -1.659 -1.850
C -5.780 -1.583 -2.178
C -3.434 -0.993 -2.892
C -3.852 -3.072 -1.569
H -6.250 -2.738 2.819
H -4.569 -2.846 2.320
H -5.875 -2.864 1.112
H -5.462 -0.753 4.113
H -5.235 0.786 3.282
H -3.917 -0.385 3.363
H -7.558 -0.502 2.311
H -7.175 -0.725 0.608
H -6.726 0.774 1.441
H -4.783 2.511 1.516
H -3.554 3.646 0.962
H -3.056 2.188 1.822
H -5.733 2.108 -0.815
H -4.620 1.951 -2.185
H -4.676 3.442 -1.251
H -1.539 1.638 -0.068
H -2.038 3.058 -0.988
H -2.154 1.455 -1.728
H -6.134 -0.558 -2.237
H -6.384 -2.119 -1.450
H -5.946 -2.043 -3.152
H -3.793 0.004 -3.151
H -3.462 -1.599 -3.799
H -2.392 -0.948 -2.563
H -4.425 -3.550 -0.773
H -2.792 -3.100 -1.320
H -3.982 -3.667 -2.477
S -1.505 -6.717 -0.010
C -0.410 -5.571 -0.425
S -0.445 -4.667 -1.938
C 0.884 -3.669 -1.315
N 1.268 -4.007 -0.142
N 0.597 -5.073 0.342
C 1.042 -5.634 1.562
C 1.426 -4.778 2.587
C 1.911 -5.307 3.771
C 2.011 -6.679 3.934
C 1.634 -7.526 2.904
C 1.150 -7.011 1.715
S 1.520 -2.417 -2.303
H 1.353 -3.710 2.439
H 2.221 -4.646 4.565
H 2.390 -7.093 4.855
H 1.734 -8.594 3.016
H 0.872 -7.674 0.912
```

Values from the calculation:
- Max |F|: 1.5 eV Å⁻¹
- 2S+1: 1
- Charge: +2
- Energy: -4235.0967 hartree
- Frontier orbital gap: 0.21000 hartree
- Energy relative to the best compared isomer or geometry (same formula, charge and spin): 0.00 kcal per mole

---

# 4
Formula: C40H40N8P2S2Se2Ti
Source: the OMol25 dataset
Level of theory: ωB97M-V with the def2-TZVPD basis set

```
95
C40H40N8P2S2Se2Ti ωB97M-V with the def2-TZVPD basis set
Ti -0.044 0.053 -0.562
S 0.041 0.266 2.055
C 1.430 1.209 2.519
N 2.560 1.325 1.881
C 3.421 2.192 2.554
C 4.705 2.529 2.128
C 5.458 3.409 2.885
C 4.946 3.959 4.069
C 3.674 3.630 4.503
C 2.918 2.745 3.735
S 1.314 2.151 3.984
H 5.097 2.093 1.217
H 6.457 3.676 2.562
H 5.550 4.644 4.650
H 3.275 4.054 5.417
N 2.232 -0.025 -0.586
C 3.290 0.808 -1.215
C 2.854 1.632 -2.415
C 1.901 2.837 -2.197
C 1.301 3.074 -0.817
N 0.046 2.309 -0.588
H 2.281 0.154 0.415
H 2.459 -1.007 -0.704
H 4.103 0.157 -1.535
H 3.705 1.448 -0.430
H 2.427 0.960 -3.163
H 3.778 2.009 -2.862
H 1.081 2.772 -2.916
H 2.444 3.749 -2.450
H 1.108 4.140 -0.696
H 1.992 2.787 -0.014
H -0.695 2.701 -1.167
H -0.245 2.464 0.380
Se -7.350 0.936 -0.345
P -6.065 -0.159 -1.589
C -6.191 0.419 -3.310
C -6.355 1.792 -3.517
C -6.516 2.294 -4.798
C -6.529 1.436 -5.892
C -6.377 0.073 -5.699
C -6.210 -0.431 -4.412
C -6.448 -1.940 -1.585
C -5.697 -2.809 -0.795
C -6.044 -4.153 -0.701
C -7.148 -4.637 -1.389
C -7.918 -3.769 -2.155
C -7.579 -2.427 -2.243
C -4.302 -0.083 -1.085
C -3.033 -0.100 -1.672
N -2.126 0.055 -0.666
N -2.815 0.145 0.474
N -4.109 0.073 0.239
P -2.355 -0.016 -3.309
Se -0.199 -0.082 -3.268
C -2.919 1.556 -4.000
C -3.080 2.615 -3.109
C -3.305 3.898 -3.590
C -3.379 4.121 -4.958
C -3.247 3.064 -5.846
C -3.016 1.779 -5.368
C -2.920 -1.429 -4.280
C -3.699 -2.389 -3.658
C -4.069 -3.548 -4.338
C -3.651 -3.739 -5.642
C -2.838 -2.792 -6.261
C -2.455 -1.649 -5.576
H -6.387 2.457 -2.662
H -6.644 3.360 -4.944
H -6.667 1.831 -6.892
H -6.400 -0.606 -6.542
H -6.122 -1.497 -4.277
H -4.846 -2.432 -0.240
H -5.458 -4.817 -0.078
H -7.420 -5.683 -1.315
H -8.795 -4.137 -2.673
H -8.204 -1.753 -2.817
H -3.043 2.435 -2.040
H -3.431 4.716 -2.893
H -3.552 5.122 -5.334
H -3.323 3.234 -6.912
H -2.917 0.966 -6.073
H -4.017 -2.248 -2.638
H -4.690 -4.282 -3.836
H -3.941 -4.634 -6.179
H -2.482 -2.956 -7.270
H -1.768 -0.953 -6.041
N -0.740 -4.238 -0.776
C -0.197 -4.216 0.498
C 0.177 -2.933 0.704
N -0.128 -2.159 -0.421
C -0.674 -2.996 -1.275
H -1.118 -5.034 -1.259
H -0.138 -5.089 1.122
H 0.615 -2.485 1.578
H -1.009 -2.739 -2.266
```

Values from the calculation:
- Max |F|: 2.0 eV Å⁻¹
- 2S+1: 3
- Charge: 0
- Energy: -9117.8997 hartree
- Frontier orbital gap (spin up / spin down): 0.21250 / 0.26826 hartree
- Expectation value of S²: 2.004
- Energy relative to the best compared isomer or geometry (same formula, charge and spin): 14.37 kcal per mole